Computed, not measured: C3H8O in the gas phase, with ωB97M-V/def2-TZVPD.

```
! wB97M-V def2-TZVPD RIJCOSX def2/J DEFGRID3
* xyz 0 1
C -1.33142 0.14608 0.22019
C -0.45101 -0.14190 -1.00029
O 0.98540 -0.10780 -0.79089
C 1.55808 -0.03171 0.49062
H -2.02986 -0.66283 0.45160
H -0.68888 0.23386 1.09521
H -1.87581 1.09163 0.15590
H -0.63366 0.59967 -1.78774
H -0.69195 -1.12720 -1.42291
H 0.81990 0.12236 1.28409
H 2.10050 -0.94961 0.75574
H 2.23871 0.82743 0.54849
*
```

Calculated values
- Max |F|: 0.56 eV Å⁻¹
- Frontier orbital gap: 10.602 eV